[1]
ORCA calculation (ωB97M-V/def2-TZVPD) on a structure of composition C45H52BrN10O6PS2Ti at a distorted geometry.

Structure (ORCA input):
```
! wB97M-V def2-TZVPD RIJCOSX def2/J DEFGRID3
* xyz 0 3
Ti 16.071 15.090 10.122
N 9.094 18.181 15.226
C 10.218 17.795 14.480
C 10.532 16.399 14.394
C 11.736 16.053 13.823
C 12.671 16.995 13.353
C 12.281 18.315 13.280
C 11.077 18.696 13.857
S 14.301 16.523 12.879
O 14.829 15.598 13.877
O 15.055 17.762 12.692
N 14.252 15.825 11.371
C 13.721 14.540 11.185
N 12.557 14.200 11.793
C 12.008 13.067 11.488
C 12.650 12.109 10.683
C 13.887 12.489 10.159
N 14.407 13.745 10.414
H 8.592 17.421 15.729
H 8.487 18.891 14.804
H 9.912 15.635 14.807
H 12.046 15.011 13.691
H 12.924 19.145 12.927
H 10.777 19.739 13.880
H 11.043 12.823 12.009
H 12.237 11.149 10.482
H 14.466 11.838 9.514
N 17.140 15.883 11.812
C 18.607 15.772 11.937
C 19.357 17.078 11.726
C 20.871 16.910 11.771
C 21.656 18.137 11.270
N 23.042 17.800 10.882
H 16.708 16.765 12.233
H 16.814 15.080 12.390
H 18.983 15.073 11.172
H 18.897 15.387 12.857
H 18.939 17.810 12.432
H 18.966 17.496 10.781
H 20.945 15.989 11.132
H 21.123 16.587 12.811
H 21.804 18.864 12.106
H 21.113 18.655 10.469
H 23.698 18.570 11.089
H 23.069 17.552 9.901
C 21.967 10.297 11.559
C 21.552 11.040 10.427
C 20.300 11.657 10.439
C 19.357 11.311 11.423
C 19.706 10.539 12.517
C 20.981 9.914 12.500
P 17.881 12.366 11.359
C 16.631 11.495 12.393
C 15.783 12.291 13.219
C 14.567 11.779 13.717
C 14.210 10.430 13.392
C 15.198 9.625 12.813
C 16.421 10.121 12.334
C 17.281 12.390 9.653
C 17.226 11.221 8.866
C 17.042 11.306 7.492
C 16.671 12.479 6.907
C 16.580 13.644 7.700
C 16.863 13.612 9.058
H 22.970 9.998 11.756
H 22.286 11.220 9.651
H 20.093 12.466 9.759
H 19.034 10.348 13.335
H 21.228 9.216 13.315
H 15.970 13.335 13.493
H 13.976 12.446 14.440
H 13.200 10.069 13.661
H 15.065 8.545 12.751
H 17.164 9.479 11.871
H 17.256 10.248 9.322
H 17.080 10.424 6.818
H 16.608 12.649 5.829
H 16.252 14.596 7.259
Br 10.319 17.220 4.605
C 11.407 16.190 5.744
C 11.041 15.900 7.076
C 12.076 15.450 7.896
N 13.309 15.198 7.412
C 13.557 15.359 6.114
C 12.638 15.804 5.176
H 9.995 16.068 7.388
H 11.909 15.158 8.948
H 14.594 15.128 5.810
H 12.822 15.936 4.096
C 14.423 23.824 12.630
C 15.416 22.779 12.114
S 15.368 22.379 10.334
O 14.026 21.864 9.975
O 15.960 23.470 9.554
C 16.401 20.908 10.112
C 16.427 20.414 8.655
N 16.656 18.912 8.611
C 15.802 17.973 9.032
N 16.315 16.773 9.018
C 17.579 16.860 8.445
C 17.824 18.211 8.288
N 18.863 18.803 7.499
O 19.717 18.049 7.060
O 18.846 20.041 7.331
C 14.354 18.256 9.310
H 14.730 24.074 13.675
H 13.408 23.383 12.678
H 14.303 24.704 11.970
H 15.313 21.808 12.576
H 16.439 23.231 12.207
H 16.016 20.161 10.839
H 17.428 21.282 10.400
H 17.221 20.925 8.126
H 15.533 20.736 8.143
H 18.313 16.075 8.099
H 13.955 17.411 9.942
H 13.754 18.236 8.374
H 14.247 19.286 9.796
*
```

Its HOMO energy (alpha / beta) is -5.2 / -7.6 eV. As for the total energy: -7305.98299 hartree. Its maximum force is 3.21 eV/Å. Its expectation value of S² is 2.012. The value obtained for the energy above the lowest of the compared OMol25 structures with the same formula, charge and spin is 0.5 kcal/mol. The calculation puts the orbital gap (alpha / beta) at 4.38 / 7.03 eV.


[2]
ORCA calculation (ωB97M-V/def2-TZVPD) on a structure of composition C45H52N3O3PReTe at a distorted geometry.

Structure (ORCA input):
```
! wB97M-V def2-TZVPD RIJCOSX def2/J DEFGRID3
* xyz 0 4
Re -1.383 -0.124 -0.676
O -4.787 -3.463 1.979
C -3.714 -4.261 1.935
C -3.792 -5.531 2.466
C -2.660 -6.320 2.325
C -1.518 -5.925 1.681
C -1.448 -4.659 1.104
C -2.488 -3.797 1.296
C -2.403 -2.449 0.732
O -1.356 -2.139 0.009
N -3.388 -1.642 0.935
N -3.173 -0.316 0.377
C -4.061 0.568 0.664
C -3.952 1.983 0.261
C -5.103 2.800 0.420
C -5.158 4.099 0.006
C -3.974 4.586 -0.649
C -2.864 3.832 -0.853
C -2.822 2.503 -0.436
O -1.736 1.784 -0.814
H -4.539 -2.576 1.716
H -4.725 -5.774 2.992
H -2.701 -7.294 2.709
H -0.609 -6.551 1.691
H -0.574 -4.371 0.471
H -5.020 0.378 1.261
H -5.971 2.352 0.834
H -5.961 4.802 0.074
H -3.960 5.608 -0.958
H -2.020 4.195 -1.497
C -4.635 -0.452 -2.852
C -3.358 -0.089 -3.615
C -3.311 1.449 -3.715
P -1.883 -0.914 -2.794
C -2.162 -2.727 -2.911
C -0.756 -3.352 -2.712
C -3.034 -3.299 -4.006
C -0.444 -0.522 -3.736
C -0.255 -0.743 -5.115
C 0.914 -0.527 -5.741
C 1.123 -0.938 -7.185
C 2.009 -0.108 -4.968
C 1.917 0.118 -3.623
C 0.656 -0.117 -2.948
N 0.427 0.238 -1.610
C 1.534 0.757 -0.883
C 2.419 -0.086 -0.251
C 2.255 -1.556 -0.423
C 3.462 0.456 0.481
C 3.658 1.797 0.601
C 4.733 2.323 1.531
C 2.838 2.672 -0.093
C 1.789 2.146 -0.820
C 0.904 3.115 -1.641
H -5.442 -0.206 -3.482
H -4.704 0.123 -1.920
H -4.699 -1.511 -2.578
H -3.440 -0.507 -4.651
H -3.602 1.895 -2.747
H -4.091 1.781 -4.406
H -2.346 1.909 -3.874
H -2.674 -2.988 -2.006
H -0.089 -3.022 -3.512
H -0.805 -4.435 -2.644
H -0.298 -3.001 -1.761
H -2.773 -3.066 -5.066
H -4.048 -3.049 -3.846
H -2.930 -4.361 -3.906
H -1.129 -1.081 -5.665
H 0.201 -1.317 -7.628
H 1.824 -1.756 -7.331
H 1.523 -0.075 -7.784
H 3.015 0.053 -5.433
H 2.802 0.504 -3.066
H 1.880 -1.841 -1.397
H 1.598 -1.963 0.358
H 3.234 -2.071 -0.214
H 4.181 -0.263 0.907
H 4.378 2.193 2.533
H 4.913 3.379 1.390
H 5.721 1.863 1.398
H 3.044 3.768 -0.074
H 0.462 3.894 -0.974
H 0.096 2.605 -2.029
H 1.372 3.682 -2.421
C 6.695 1.736 7.415
C 5.451 1.773 6.544
C 5.199 0.677 5.753
C 4.048 0.647 4.911
C 3.770 -0.514 3.993
C 3.230 1.772 4.954
Te 1.465 1.807 3.895
C 3.517 2.905 5.750
C 2.526 4.008 5.865
C 4.569 2.847 6.642
H 7.043 0.705 7.743
H 6.595 2.338 8.349
H 7.553 2.271 6.945
H 5.777 -0.196 5.924
H 4.429 -1.341 4.094
H 3.764 -0.177 2.955
H 2.750 -0.952 4.089
H 1.552 3.709 6.250
H 2.279 4.463 4.877
H 2.882 4.753 6.599
H 4.788 3.694 7.251
*
```

Its HOMO energy (alpha / beta) is -6.8 / -7.4 eV. As for the total energy: -2823.57473 hartree. Its maximum force is 2.81 eV/Å. Its expectation value of S² is 3.773. The value obtained for the energy above the lowest of the compared OMol25 structures with the same formula, charge and spin is 15.1 kcal/mol. The calculation puts the orbital gap (alpha / beta) at 6.71 / 5.74 eV.


The highest maximum force belongs to which entry? C45H52BrN10O6PS2Ti